The following is a quantum chemistry calculation of C36H30N10O2Tl as an isolated structure in a non-equilibrium geometry, from the OMol25 dataset.

Computed properties:
Gap between HOMO and LUMO ... 6.7 eV
Highest occupied orbital energy ... -15.4797 eV
Charge ... +3
Energy above the lowest of the compared OMol25 structures with the same formula, charge and spin ... 44.6 kJ/mol
E_LUMO ... -0.323 Eh
Max |F| ... 1.99 eV/Å

Geometry (Å):
Tl -0.3076 -0.2475 0.5541
N 2.2521 3.6234 1.4931
C 1.7401 2.5536 0.9027
N 0.7692 1.8375 1.4051
C 0.2114 2.2062 2.6074
N -0.7126 1.4804 3.1941
N -1.0998 0.3567 2.6373
C -1.8883 -0.4715 3.2297
C -2.2168 -1.7484 2.6324
C -2.9353 -2.6944 3.3667
C -3.1892 -3.9384 2.8104
C -2.7356 -4.1948 1.5231
C -2.0279 -3.2065 0.8516
N -1.7691 -2.0232 1.3913
C 0.6761 3.3902 3.2751
C 0.1473 3.8251 4.4971
C 0.7178 4.9024 5.1385
C 1.8025 5.5766 4.5711
C 2.3150 5.1890 3.3484
C 1.7607 4.0918 2.6998
H 3.0250 4.1304 1.0717
H 2.1522 2.2519 -0.0520
H -2.2814 -0.2475 4.2177
H -3.2759 -2.4498 4.3599
H -3.7236 -4.6904 3.3724
H -2.9198 -5.1423 1.0425
H -1.6450 -3.3767 -0.1461
H -0.6928 3.2885 4.9072
H 0.3312 5.2286 6.0905
H 2.2448 6.4117 5.0911
H 3.1390 5.7205 2.8987
O 4.9396 -2.9604 -3.5601
C 3.9138 -2.2548 -4.1962
C 2.9261 -1.7829 -3.1785
C 1.8077 -1.0167 -3.5132
C 0.9704 -0.5919 -2.5027
N 1.1805 -0.8764 -1.2169
C 2.2461 -1.6154 -0.8648
C 3.1234 -2.0840 -1.8329
C 2.4586 -1.9145 0.5649
C 3.5748 -2.6073 1.0179
C 3.7013 -2.9147 2.3719
C 4.9212 -3.6402 2.8529
O 6.0378 -3.0667 2.2246
C 2.6912 -2.5008 3.2373
C 1.6281 -1.7885 2.7200
N 1.5192 -1.5002 1.4274
H 5.5950 -3.2456 -4.2074
H 3.3924 -2.8785 -4.9399
H 4.3062 -1.3753 -4.7320
H 1.5989 -0.7580 -4.5395
H 0.1047 0.0175 -2.7162
H 3.9808 -2.6840 -1.5804
H 4.3652 -2.9152 0.3536
H 4.8181 -4.7034 2.5739
H 4.9879 -3.5781 3.9477
H 6.8293 -3.5561 2.4730
H 2.7343 -2.7135 4.2939
H 0.8381 -1.4302 3.3643
N -6.3906 1.7980 -8.3837
C -5.9529 1.6908 -7.3330
C -5.3607 1.5670 -6.0489
C -4.3221 0.6556 -5.8565
C -3.6710 0.5990 -4.6417
C -4.0576 1.4385 -3.5980
C -5.1450 2.2942 -3.7663
C -5.7879 2.3656 -4.9884
N -3.3110 1.4502 -2.3920
C -3.2260 2.4883 -1.5076
C -2.3382 2.1184 -0.5445
N -1.8773 0.8665 -0.8289
C -2.4886 0.4908 -1.9477
H -4.0210 0.0113 -6.6663
H -2.8454 -0.0835 -4.5267
H -5.5040 2.9047 -2.9531
H -6.6163 3.0443 -5.1313
H -3.7672 3.4038 -1.6175
H -2.0149 2.6659 0.3154
H -2.3567 -0.4666 -2.4085

=====

The following is a quantum chemistry calculation of C6H7O5Pm as an isolated structure in a non-equilibrium geometry, from the OMol25 dataset.

Computed properties:
Spin multiplicity ... 5
Gap between HOMO and LUMO (spin up / spin down) ... 9.8 / 10.0 eV
Highest occupied orbital energy (spin up / spin down) ... -18.3841 / -18.3732 eV
Charge ... +2
E_LUMO (spin up / spin down) ... -0.316 / -0.309 Eh
Max |F| ... 3.62 eV/Å

Geometry (Å):
O 0.8939 -0.3214 1.8792
Pm 1.0489 1.4714 1.0177
O 3.2627 0.6452 -0.0540
C 4.0075 -0.2244 -0.0751
C 0.0122 -1.3982 1.8460
C -0.1678 -1.9545 0.4261
H 0.4111 -2.2200 2.4665
H -0.9806 -1.1649 2.2766
H 0.7927 -2.3743 0.0927
H -0.9036 -2.7748 0.4384
C -0.5766 -0.9320 -0.5946
C -1.3436 0.1232 -0.3286
O -1.6601 1.0469 -1.3318
C -0.9606 2.1567 -1.3467
O 0.0294 2.3573 -0.6454
O -1.3015 2.9074 -2.3494
H -0.1868 -1.0314 -1.6124
H -1.8463 0.3291 0.6196
H -0.5309 3.3585 -2.7249